A cluster of 4 separate species, C46H89FN6P2 in total, computed with ωB97M-V/def2-TZVPD.

The geometry in XYZ format:
```
144
Properties=species:S:1:pos:R:3:forces:R:3:lowdin_charge:R:1
H -5.132 1.115 -1.028 0.2141 -0.2557 -0.3228 0.04
N -4.950 0.282 -1.605 0.2761 -1.5192 1.2895 0.12
C -4.768 -0.734 -0.816 -0.2620 0.8704 -0.9338 -0.50
N -4.491 -2.055 -1.359 -1.0815 1.7736 0.3914 0.09
N -4.845 -0.645 0.641 0.0305 0.6678 -0.6367 -0.01
C -3.815 0.286 1.202 0.2073 -0.4213 1.6130 -0.24
C -2.557 -0.490 1.802 -0.2612 1.2870 -0.3152 -0.19
C -1.365 -0.650 0.773 0.4427 -1.2054 0.7164 -0.17
C -0.011 0.102 1.225 -0.4307 -0.1685 -1.2809 -0.16
C 0.525 0.842 -0.064 0.0505 1.8255 -0.3684 -0.14
C 1.565 0.225 -0.979 -1.1803 2.5466 -0.5535 -0.06
C 2.177 -1.168 -0.640 0.5386 0.2308 -0.2954 -0.13
C 1.965 -2.281 -1.743 1.0830 -0.5387 0.7760 -0.15
C 3.160 -3.374 -1.746 -0.5739 0.2565 -1.7862 -0.32
C 2.753 -4.401 -2.907 -0.5734 -0.2039 0.8163 -0.09
C 4.558 -2.768 -2.165 0.2624 -0.0922 0.2525 -0.19
C 5.797 -3.578 -1.598 2.2014 -0.0103 -0.0818 -0.18
C 7.083 -2.705 -1.922 0.0634 0.2366 0.4066 -0.11
C 7.468 -1.563 -1.189 0.0023 0.3644 0.5394 -0.30
C 8.168 -1.665 0.233 -1.4667 0.4881 -0.2184 -0.07
C 7.272 -0.107 -1.746 2.2026 -0.3773 -0.7069 -0.09
C 1.940 1.031 -2.146 -0.9066 -0.7682 0.9843 -0.01
C 3.019 0.497 -3.160 0.7726 1.6322 -0.0263 -0.28
C 4.301 1.439 -3.216 -0.1322 -0.4251 -0.0421 -0.04
F 2.512 0.472 -4.498 0.1236 -0.5450 1.3057 -0.05
C 1.331 2.377 -2.435 0.0700 -0.6847 0.6015 -0.12
N 1.744 3.020 -3.599 -1.8110 1.9539 1.3130 0.16
C 1.191 4.242 -3.776 0.0503 -0.7653 0.5808 -0.26
C 1.613 5.032 -5.064 -0.5756 -1.3623 0.2984 -0.07
C 0.220 4.819 -2.794 -0.1462 0.8195 0.6508 -0.35
P -0.423 6.564 -3.159 -0.0363 0.3767 0.1606 0.90
C 1.173 7.604 -3.109 0.8752 -0.6685 0.4375 -0.31
C -1.326 7.118 -1.587 0.6222 -0.0133 0.6937 -0.32
N -0.257 4.228 -1.665 2.7457 -1.1111 -3.1277 0.09
C 0.348 2.984 -1.534 -0.2490 -2.2639 1.8838 -0.20
C -0.047 2.174 -0.325 0.6417 -2.2432 -1.2766 -0.20
P -1.291 2.957 0.850 2.9505 1.9997 0.6832 0.76
N -0.480 4.038 1.720 -0.1785 -0.8262 -0.5464 -0.32
H -5.366 -2.571 -1.182 0.7656 -0.2033 0.0673 0.08
H -4.448 -1.899 -2.371 0.0075 -0.2062 0.2953 0.08
H -5.736 -0.183 0.861 0.2983 -0.4649 -0.3291 0.09
H -4.310 0.776 2.095 0.4688 -0.4259 -1.0002 0.12
H -3.528 1.113 0.499 -0.1486 -0.8341 0.4116 0.08
H -2.931 -1.447 2.245 0.3900 0.7093 -0.5775 0.11
H -2.209 0.152 2.669 -0.2205 -0.8174 -0.8287 0.09
H -1.655 -0.366 -0.279 0.2183 -0.1230 1.1948 0.12
H -1.110 -1.753 0.742 -0.2968 1.1129 -0.2175 0.10
H 0.739 -0.629 1.634 -0.7900 0.7676 -0.4639 0.10
H -0.251 0.808 2.061 0.4563 -0.4217 -0.8594 0.08
H 3.285 -0.998 -0.466 -1.0943 -0.2404 -0.2534 0.12
H 1.798 -1.594 0.330 0.2515 0.7020 -0.9933 0.09
H 1.887 -1.847 -2.775 -0.1444 -0.4734 0.9828 0.11
H 1.036 -2.845 -1.471 0.6126 0.5749 -0.5366 0.11
H 3.232 -3.923 -0.771 -0.1551 0.6394 -0.7291 0.12
H 3.233 -5.410 -2.760 -0.3600 1.0483 -0.2943 0.08
H 2.988 -3.997 -3.926 -0.0515 -0.3335 0.9825 0.08
H 1.633 -4.549 -2.878 1.1419 -0.0391 -0.0075 0.07
H 4.606 -2.753 -3.296 0.0933 0.0013 1.1925 0.12
H 4.713 -1.696 -1.853 -0.2941 -1.0531 -0.0370 0.08
H 5.966 -4.554 -2.136 -0.6304 0.7732 0.7263 0.11
H 5.758 -3.742 -0.488 -0.4436 0.0724 -0.9053 0.11
H 7.767 -3.006 -2.770 -1.9530 1.1657 -0.4049 0.11
H 9.215 -2.028 0.036 -1.1509 0.1045 0.1860 0.08
H 7.606 -2.366 0.916 0.8551 0.6340 -0.5391 0.08
H 8.283 -0.646 0.705 -0.3934 -1.1126 -0.3230 0.07
H 7.345 -0.081 -2.873 -0.2925 -0.1409 1.0374 0.08
H 6.276 0.319 -1.452 0.7498 -0.7959 -0.1231 0.06
H 8.056 0.610 -1.369 -0.7292 -0.6146 -0.2510 0.07
H 3.395 -0.518 -2.895 -0.7774 0.8152 -0.2839 0.09
H 4.440 1.936 -2.219 0.0559 -0.4715 -0.9047 0.09
H 4.196 2.226 -4.009 -0.1536 -0.7842 0.8565 0.08
H 5.198 0.806 -3.478 -0.9109 0.7274 0.3815 0.06
H 0.767 5.668 -5.432 0.9233 -0.2456 0.4832 0.05
H 2.562 5.592 -4.875 -0.9153 -0.3012 -0.2917 0.08
H 1.778 4.242 -5.854 0.0801 0.9129 0.8549 0.09
H 2.051 6.918 -2.911 -0.8989 0.7402 -0.1399 0.04
H 1.387 8.093 -4.095 -0.4537 -0.2703 0.9952 0.03
H 1.158 8.337 -2.254 -0.1248 -0.5936 -1.0175 0.04
H -2.433 6.968 -1.689 1.1162 -0.0271 0.1224 0.03
H -1.136 8.215 -1.398 -0.2073 -1.0909 -0.5413 0.04
H -0.912 6.589 -0.676 -0.6662 0.3455 -0.9446 0.03
H -1.840 2.014 1.758 -0.4270 0.0461 -1.0066 -0.01
H -2.315 3.651 0.142 -0.1147 -1.0267 -0.0453 0.00
H 0.500 3.999 1.417 -0.4126 0.2464 0.2668 -0.06
C -0.666 -4.294 3.597 0.0187 -0.0694 0.1277 -0.10
C 0.728 -4.573 3.049 -0.0197 0.1745 -0.0430 -0.26
C 0.764 -4.724 1.529 0.1062 -0.0617 -0.0502 -0.23
C -0.051 -5.894 0.973 -0.1432 0.0389 0.0233 -0.22
C 0.330 -7.270 1.518 0.0274 -0.0077 -0.1509 -0.27
C 1.760 -7.677 1.185 -0.0025 -0.0949 0.1178 -0.11
H -1.352 -5.119 3.394 -0.0019 0.0576 -0.0089 0.07
H -0.627 -4.157 4.679 -0.0645 0.0207 -0.0451 0.07
H -1.084 -3.384 3.157 -0.0154 -0.0429 -0.0145 0.06
H 1.142 -5.464 3.532 0.0113 0.0114 -0.0514 0.10
H 1.383 -3.741 3.329 0.0285 -0.0725 -0.0032 0.10
H 1.806 -4.821 1.207 -0.0110 -0.0038 -0.0085 0.09
H 0.395 -3.798 1.069 -0.0031 -0.0002 0.0339 0.09
H 0.055 -5.902 -0.118 0.0055 -0.0192 0.0263 0.11
H -1.114 -5.721 1.167 0.0353 0.0267 -0.0163 0.10
H -0.351 -8.012 1.088 -0.0110 0.0504 0.0631 0.11
H 0.180 -7.308 2.600 -0.0242 0.0297 -0.0128 0.10
H 1.922 -7.685 0.103 0.0214 0.0359 0.0412 0.07
H 1.966 -8.680 1.563 0.0553 0.0469 -0.0530 0.07
H 2.488 -6.999 1.636 0.0041 -0.0152 -0.0441 0.07
C 2.942 2.338 1.948 0.1801 -0.0350 -0.0491 -0.10
C 3.254 1.734 3.311 -0.1007 -0.0139 -0.0078 -0.26
C 2.479 2.388 4.454 -0.0073 -0.0627 0.1356 -0.23
C 2.773 3.874 4.676 -0.0141 0.0671 -0.1663 -0.23
C 4.238 4.216 4.945 -0.0956 0.0390 0.1274 -0.27
C 4.784 3.579 6.217 0.1614 0.0200 -0.0623 -0.12
H 3.230 3.391 1.896 -0.0359 -0.0205 -0.0054 0.07
H 3.492 1.808 1.164 -0.0569 0.0451 -0.0518 0.07
H 1.878 2.262 1.722 0.0653 0.0616 0.0459 0.03
H 4.331 1.785 3.498 -0.0249 -0.0077 0.0414 0.10
H 2.998 0.669 3.285 0.0502 0.0183 0.0379 0.10
H 2.681 1.836 5.377 0.0058 0.0166 -0.0039 0.10
H 1.406 2.274 4.267 0.0437 0.0317 -0.0404 0.10
H 2.166 4.223 5.518 0.0270 -0.0042 -0.0249 0.11
H 2.433 4.445 3.806 -0.0445 -0.0403 0.0369 0.10
H 4.328 5.303 5.035 0.0010 -0.0445 -0.0669 0.10
H 4.861 3.926 4.093 -0.0306 0.0014 -0.0176 0.10
H 4.201 3.887 7.089 0.0045 -0.0543 -0.0287 0.07
H 5.820 3.887 6.380 -0.0457 -0.0456 0.0625 0.07
H 4.771 2.488 6.161 -0.0195 0.0246 0.0376 0.06
C -9.263 -1.578 1.364 -0.0656 -0.1396 -0.0280 -0.11
C -8.861 -1.333 -0.085 0.1203 0.0566 0.1042 -0.27
C -8.755 0.149 -0.445 0.0021 -0.0342 -0.1790 -0.24
C -10.060 0.940 -0.322 -0.0204 0.0064 0.1572 -0.23
C -11.224 0.409 -1.158 0.0260 0.1373 -0.0543 -0.27
C -10.957 0.444 -2.658 -0.1053 -0.1124 -0.0189 -0.11
H -10.257 -1.180 1.580 0.0516 0.0041 0.0161 0.07
H -9.285 -2.649 1.575 -0.0009 0.0589 0.0629 0.07
H -8.551 -1.114 2.052 -0.0479 0.0075 -0.0048 0.07
H -9.564 -1.839 -0.752 0.0318 0.0460 -0.0197 0.10
H -7.885 -1.800 -0.256 -0.0415 -0.0027 -0.0561 0.09
H -8.366 0.234 -1.464 -0.0047 0.0390 0.0247 0.10
H -8.004 0.620 0.201 -0.0232 -0.0123 0.0084 0.10
H -9.863 1.979 -0.607 -0.0202 -0.0334 -0.0122 0.11
H -10.368 0.973 0.728 0.0314 0.0021 -0.0247 0.10
H -12.107 1.021 -0.948 0.0320 -0.0632 0.0457 0.10
H -11.480 -0.611 -0.855 0.0165 0.0166 0.0344 0.10
H -10.739 1.462 -2.992 0.0361 -0.0527 0.0021 0.08
H -11.833 0.091 -3.206 0.0703 0.0365 -0.0338 0.07
H -10.117 -0.196 -2.934 -0.0042 0.0495 -0.0185 0.07
```
Positions in Å, forces in eV/Å.

Calculated values
E_tot: -79374.366 eV
largest force on an atom: 4.3 eV/A
SMILES: [H]/N=C(/N)NCCCCc1c(CC[C@@H](C)CCC=C(C)C)c([C@H](C)F)c2nc(C)c(P(C)C)nc2c1[PH2]=N.CCCCCC.CCCCCC.CCCCCC
gap between HOMO and LUMO: 6.41 eV
LUMO energy: -0.70 eV